ORCA calculation (ωB97M-V/def2-TZVPD) on C14H29BCeN2O4P2S as an isolated structure.

For the lowest unoccupied orbital energy (spin up / spin down), the calculation gives -8.3 / -8.3 eV. The expectation value of S² is 2.0058. As for the charge: +2. The spin multiplicity is 3. As for the highest occupied orbital energy (spin up / spin down): -0.5219 / -0.5335 Ha. The maximum force is 0.1497 Eh/bohr. The value obtained for the orbital gap (spin up / spin down) is 5.88 / 6.24 eV.

Each line ends with the Löwdin charge.
Positions of all 54 atoms, in Å:
Ce: 0.901 -0.287 -1.145  0.890
H: 4.023 2.956 -4.701  0.028
H: -1.443 -0.065 -2.051  0.042
P: -0.300 -2.820 -1.352  0.752
P: -0.048 2.361 -1.032  0.782
C: 1.558 3.067 -0.491  -0.218
H: 1.404 4.149 -0.382  0.084
H: 1.860 2.642 0.485  0.024
H: 2.348 2.882 -1.234  0.064
C: -0.437 3.369 -2.505  -0.219
H: -1.510 3.597 -2.542  0.069
H: 0.124 4.311 -2.450  0.075
H: -0.148 2.846 -3.423  0.015
C: -1.121 3.087 0.240  -0.215
H: -0.690 2.960 1.243  0.041
H: -1.237 4.164 0.044  0.082
H: -2.106 2.606 0.216  0.051
C: 0.427 -3.708 -2.784  -0.225
H: 0.062 -4.744 -2.789  0.076
H: 0.138 -3.212 -3.719  0.046
H: 1.523 -3.716 -2.717  0.070
C: 0.530 -3.686 0.036  -0.215
H: 0.057 -3.437 0.995  0.040
H: 0.454 -4.769 -0.133  0.078
H: 1.593 -3.408 0.101  0.067
C: -1.956 -3.558 -1.303  -0.227
H: -2.466 -3.425 -2.267  0.062
H: -1.875 -4.634 -1.088  0.076
H: -2.555 -3.080 -0.517  0.056
C: -1.297 -0.187 -0.216  -0.181
O: -2.060 -0.181 0.679  0.203
H: -1.935 -0.840 -3.516  0.154
H: -2.020 0.817 -3.438  0.161
H: 0.327 1.068 -4.252  0.043
H: 0.595 -0.963 -3.595  0.012
B: 0.007 0.086 -3.675  -0.310
N: -1.455 0.001 -3.169  0.129
H: 3.470 2.539 -4.444  -0.006
O: 0.388 3.171 3.391  -0.281
S: 1.371 2.127 3.585  0.687
O: 2.563 2.421 4.336  -0.241
N: 1.706 1.405 2.117  -0.019
C: 1.290 0.157 2.032  -0.427
O: 1.453 -0.554 0.945  -0.239
C: 0.593 -0.333 3.228  -0.146
C: -0.140 -1.514 3.399  0.000
C: -0.823 -1.689 4.603  -0.038
C: -0.781 -0.701 5.604  -0.019
C: -0.073 0.494 5.404  0.006
C: 0.587 0.661 4.191  -0.207
H: -0.150 -2.249 2.593  0.090
H: -1.393 -2.602 4.770  0.118
H: -1.314 -0.859 6.542  0.124
H: -0.020 1.278 6.156  0.137

Atomic forces in eV per Å
Ce 2.95 0.06 -0.20
H 0.09 0.07 -0.03
H -0.88 0.18 -2.46
P -0.11 -2.11 0.05
P -0.04 2.09 0.62
C 0.39 -0.43 -0.12
H 0.08 -0.24 -0.10
H -0.17 0.21 -0.50
H -0.10 0.19 0.11
C -0.17 -0.20 -0.51
H 0.23 -0.05 0.02
H -0.20 -0.21 0.06
H -0.06 0.31 0.17
C -0.43 -0.22 0.26
H -0.05 -0.01 -0.23
H 0.06 -0.33 0.03
H 0.06 0.26 0.07
C 0.11 0.28 -0.18
H 0.14 0.25 0.03
H 0.08 -0.26 0.13
H -0.22 -0.02 -0.07
C 0.14 0.14 0.22
H 0.12 -0.10 -0.34
H 0.04 0.27 0.03
H -0.27 -0.11 0.02
C -0.54 0.31 0.10
H 0.08 -0.06 0.25
H 0.02 0.36 -0.10
H 0.03 -0.21 -0.17
C -5.03 -0.32 5.82
O 3.46 0.11 -4.41
H 0.01 0.24 0.22
H 0.21 -0.21 0.21
H 0.04 -0.34 -0.17
H -0.09 0.11 -0.17
B 0.40 0.39 -0.43
N -0.02 -0.20 1.63
H -0.11 -0.08 0.04
O 0.58 -0.78 -0.32
S 0.10 -0.02 0.91
O -0.80 -0.31 -0.95
N 0.12 -1.22 -0.98
C 0.70 2.36 1.08
O -0.35 0.01 -0.44
C -0.71 -0.49 -0.04
C 0.43 0.50 0.12
C 0.02 0.10 0.06
C 0.23 0.08 -0.28
C 0.10 -0.20 -0.24
C -0.73 -0.30 1.07
H -0.06 0.10 0.43
H 0.13 0.25 0.00
H 0.16 0.02 -0.27
H -0.17 -0.21 -0.07


ORCA calculation (ωB97M-V/def2-TZVPD) on a 3-piece molecular cluster, C23H47BrN5O5S overall.

For the lowest unoccupied orbital energy (spin up / spin down), the calculation gives -4.9 / -4.9 eV. The expectation value of S² is 2.0097. As for the charge: +1. The spin multiplicity is 3. As for the highest occupied orbital energy (spin up / spin down): -0.3891 / -0.4099 Ha. The maximum force is 0.1350 Eh/bohr. The value obtained for the orbital gap (spin up / spin down) is 5.72 / 6.29 eV.

Each line ends with the Löwdin charge.
Positions of all 82 atoms, in Å:
C: 1.108 2.438 -1.969  -0.062
N: -0.198 3.191 -1.850  -0.069
C: -0.540 4.221 -2.903  -0.200
N: 0.073 5.389 -3.293  -0.350
Br: 1.640 5.975 -2.450  0.844
N: -1.849 3.646 -3.480  0.065
C: -2.580 3.306 -2.177  -0.279
S: -4.353 2.702 -2.240  0.807
C: -5.425 4.076 -1.516  -0.159
O: -4.423 1.365 -1.417  -0.378
O: -4.837 2.485 -3.717  -0.381
C: -1.412 2.288 -1.550  -0.207
O: -1.609 2.470 -0.095  -0.057
H: 0.872 1.290 -1.755  0.126
H: 1.609 2.477 -3.026  0.116
H: 1.848 2.838 -1.123  0.116
H: -0.379 5.964 -4.065  0.150
H: -2.347 4.344 -4.106  0.150
H: -2.682 4.360 -1.654  0.155
H: -5.483 4.048 -0.341  0.101
H: -4.997 5.139 -1.838  0.095
H: -6.499 3.939 -2.017  0.117
H: -1.409 1.206 -1.997  0.195
H: -2.606 2.449 0.112  0.118
C: -2.965 -2.689 2.091  -0.043
C: -2.390 -2.573 0.654  -0.471
C: -3.075 -1.374 -0.055  -0.146
C: -4.530 -1.668 -0.419  -0.187
C: -4.645 -2.942 -1.247  -0.131
C: -3.924 -4.171 -0.634  -0.476
N: -2.551 -3.857 -0.113  -0.019
O: -1.688 -3.794 -1.225  -0.031
C: -4.768 -4.788 0.511  -0.042
C: -3.927 -5.306 -1.717  -0.046
C: -0.884 -2.236 0.908  -0.052
H: -2.639 -1.844 2.710  0.086
H: -4.052 -2.658 2.140  0.055
H: -2.620 -3.603 2.586  0.096
H: -2.529 -1.109 -0.970  0.112
H: -3.040 -0.484 0.586  0.114
H: -5.147 -1.749 0.482  0.108
H: -4.937 -0.825 -0.989  0.085
H: -5.707 -3.167 -1.407  0.127
H: -4.229 -2.734 -2.242  0.123
H: -4.231 -5.613 0.992  0.094
H: -5.711 -5.200 0.128  0.088
H: -5.061 -4.078 1.280  0.055
H: -3.463 -4.994 -2.659  0.075
H: -4.952 -5.606 -1.968  0.085
H: -3.405 -6.201 -1.357  0.089
H: -0.381 -3.066 1.418  0.089
H: -0.780 -1.349 1.546  0.079
H: -0.331 -2.014 -0.011  0.065
C: 3.207 -0.282 2.716  -0.045
C: 4.076 -0.564 1.461  -0.475
C: 5.285 -1.440 1.886  -0.133
C: 6.314 -0.655 2.700  -0.183
C: 6.768 0.594 1.955  -0.136
C: 5.611 1.488 1.438  -0.478
N: 4.504 0.710 0.785  -0.027
O: 4.942 0.372 -0.510  -0.038
C: 5.017 2.338 2.591  -0.044
C: 6.239 2.573 0.496  -0.050
C: 3.117 -1.405 0.556  -0.046
H: 2.712 -1.198 3.061  0.088
H: 3.771 0.064 3.580  0.055
H: 2.419 0.448 2.500  0.089
H: 5.781 -1.861 1.002  0.126
H: 4.942 -2.298 2.477  0.126
H: 5.908 -0.382 3.679  0.105
H: 7.181 -1.296 2.899  0.118
H: 7.432 1.175 2.608  0.126
H: 7.388 0.273 1.108  0.124
H: 4.154 2.918 2.244  0.086
H: 5.754 3.057 2.971  0.088
H: 4.711 1.759 3.459  0.057
H: 6.812 2.136 -0.329  0.076
H: 6.940 3.213 1.048  0.086
H: 5.468 3.226 0.071  0.077
H: 2.249 -0.809 0.250  0.070
H: 2.738 -2.284 1.091  0.085
H: 3.603 -1.788 -0.348  0.078

Atomic forces in eV per Å
C 1.63 -0.83 0.90
N -0.46 1.27 -3.18
C -2.02 -3.46 0.61
N -1.82 -2.75 0.44
Br -0.60 -0.21 -0.48
N 1.45 3.38 0.64
C 1.66 1.08 -0.47
S -2.80 -5.56 -3.06
C -0.57 1.29 0.21
O 0.75 5.44 -1.99
O 2.21 1.65 5.13
C -2.25 3.69 1.27
O -1.12 -1.10 -1.57
H 0.55 2.61 -0.36
H -1.07 0.18 2.00
H -1.53 -1.05 -2.04
H 0.97 -0.97 1.40
H 0.55 -1.09 1.04
H 0.31 -2.52 -0.06
H 0.23 -0.27 -2.43
H -0.82 -2.43 0.52
H 2.55 0.04 1.11
H 0.15 2.09 1.01
H 2.13 -0.46 -0.61
C -0.23 -0.17 0.06
C 0.53 0.95 1.58
C -0.16 -0.28 -0.20
C -0.05 0.06 -0.01
C 0.35 0.23 -0.04
C -1.60 -1.45 0.02
N 1.92 1.65 -4.39
O -1.98 -0.46 3.18
C -0.14 0.13 0.22
C 0.73 0.42 -0.01
C -0.07 -0.32 -0.67
H 0.15 -0.12 -0.31
H 0.04 -0.14 -0.10
H -0.07 0.10 -0.16
H 0.06 -0.24 0.04
H 0.16 -0.24 0.11
H 0.09 0.00 0.04
H 0.05 -0.22 0.13
H 0.24 -0.23 0.09
H 0.11 -0.18 0.12
H 0.01 0.18 -0.10
H 0.30 0.12 -0.14
H 0.11 0.03 0.02
H 0.08 0.01 0.32
H 0.11 0.27 0.34
H -0.03 0.22 -0.01
H -0.12 0.08 -0.14
H -0.36 -0.18 -0.04
H -0.21 -0.26 0.04
C 0.06 0.25 0.17
C -1.40 -1.18 0.85
C 0.23 0.26 -0.17
C -0.08 -0.03 0.04
C -0.04 -0.34 -0.23
C 0.54 1.86 0.84
N 2.81 -2.05 -3.59
O -1.61 1.16 3.17
C -0.04 -0.10 0.29
C -0.25 -0.69 -0.43
C 0.58 0.30 -0.46
H 0.16 0.08 -0.34
H 0.02 0.11 -0.12
H 0.15 -0.04 -0.01
H -0.18 0.20 -0.02
H -0.21 0.21 -0.15
H -0.04 -0.04 -0.03
H -0.12 0.12 -0.01
H -0.26 0.14 -0.19
H -0.22 0.13 -0.05
H 0.08 -0.16 -0.01
H -0.02 -0.21 -0.28
H -0.07 -0.06 -0.08
H -0.30 -0.04 0.14
H -0.28 -0.30 0.18
H 0.04 -0.16 0.07
H 0.13 -0.01 0.06
H 0.20 0.34 0.16
H 0.01 0.29 0.17